[1]
Entry from OMol25: a molecular structure, C24H37Cl2FN4O6PPtS2 at a distorted geometry (ωB97M-V/def2-TZVPD).

ΔE to the lowest compared entry with this formula, charge and spin ... 181.7 kJ/mol
Max |F| ... 2.040 eV/Å

Structure (ORCA input):
```
! wB97M-V def2-TZVPD RIJCOSX def2/J DEFGRID3
* xyz 2 2
Pt 2.5726 0.4881 0.8892
C 7.9474 1.3815 2.7380
C 7.9541 1.3984 1.2246
O 6.8478 0.6789 0.5974
P 5.4708 0.2210 1.1493
S 4.4312 -0.4575 -0.4558
S 4.3424 1.6279 2.0943
O 5.8186 -0.9546 2.1369
C 4.8944 -1.5474 3.0837
C 5.3011 -1.1704 4.4919
H 8.8254 1.9226 3.0894
H 7.9973 0.3632 3.1201
H 7.0639 1.8762 3.1423
H 8.8440 0.9083 0.8386
H 7.9096 2.4151 0.8390
H 4.9537 -2.6220 2.9259
H 3.8777 -1.2220 2.8575
H 6.3317 -1.4735 4.6742
H 4.6585 -1.6804 5.2099
H 5.2172 -0.0939 4.6425
C -2.5327 -3.6734 -3.6634
C -2.7043 -3.4209 -2.1674
N -1.8188 -2.3641 -1.6737
C -0.6737 -2.7256 -1.0463
C 0.2557 -1.8375 -0.5989
C 1.4784 -2.3874 0.1464
O 1.8354 -3.5113 -0.1580
O 1.9402 -1.6304 1.0661
C 0.0942 -0.4554 -0.8266
O 0.9348 0.4508 -0.5599
C -1.1398 -0.0712 -1.4883
C -1.3985 1.2729 -1.7418
C -2.5777 1.6670 -2.3250
F -2.7412 2.9967 -2.5012
C -3.5579 0.7493 -2.7102
C -3.2642 -0.6028 -2.5088
C -2.0906 -1.0319 -1.8931
N -4.7937 1.0762 -3.3240
C -6.0060 0.4769 -2.7731
C -6.9601 0.1758 -3.9399
N -6.6662 1.1496 -5.0398
C -6.4015 2.5086 -4.4800
C -5.0557 2.4604 -3.7348
H -3.2047 -4.4704 -3.9793
H -1.5104 -3.9831 -3.8786
H -2.7473 -2.7788 -4.2481
H -2.4696 -4.3310 -1.6206
H -3.7364 -3.1621 -1.9278
H -0.5177 -3.7864 -0.9082
H -0.6666 2.0157 -1.4624
H -3.9792 -1.3236 -2.8774
H -6.4808 1.1556 -2.0537
H -5.7813 -0.4431 -2.2453
H -7.9999 0.2851 -3.6380
H -6.8113 -0.8267 -4.3357
H -7.4214 1.1632 -5.7245
H -5.8082 0.8447 -5.5039
H -7.2302 2.7690 -3.8250
H -6.3665 3.2366 -5.2868
H -5.1014 3.1527 -2.8909
H -4.2547 2.7850 -4.3948
Cl 0.9949 2.9286 1.2572
C 1.5916 3.7960 -0.1779
Cl 2.7738 2.7980 -1.0476
H 2.0793 4.7060 0.1477
H 0.7577 4.0036 -0.8369
C 0.3299 0.9584 5.4313
N 0.6120 -0.3423 4.8433
C 0.3000 -1.5021 5.6593
C 1.1196 -0.4576 3.6256
O 1.4099 0.5047 2.9004
H -0.7445 1.0757 5.5808
H 0.6886 1.7381 4.7674
H 0.8296 1.0440 6.3963
H 0.8990 -1.4881 6.5707
H 0.5125 -2.4173 5.1106
H -0.7543 -1.4904 5.9376
H 1.2725 -1.4894 3.2879
*
```

What are the Mulliken partial charges on each atom? They are as follows, in elementary charge units: number 1, Pt, carries 2.46; number 2, C, carries -1.00; number 3, C, carries -0.16; number 4, O, carries -0.36; number 5, P, carries 0.88; number 6, S, carries -0.29; number 7, S, carries -0.28; number 8, O, carries -0.35; number 9, C, carries 0.14; number 10, C, carries -1.21; number 11, H, carries 0.41; number 12, H, carries 0.25; number 13, H, carries 0.28; number 14, H, carries 0.31; number 15, H, carries 0.26; number 16, H, carries 0.31; number 17, H, carries -0.10; number 18, H, carries 0.35; number 19, H, carries 0.41; number 20, H, carries 0.25; number 21, C, carries -1.03; number 22, C, carries -0.96; number 23, N, carries 0.16; number 24, C, carries -0.01; number 25, C, carries -0.53; number 26, C, carries -0.07; number 27, O, carries -0.65; number 28, O, carries -0.69; number 29, C, carries 1.66; number 30, O, carries -1.10; number 31, C, carries 0.38; number 32, C, carries -0.86; number 33, C, carries 0.51; number 34, F, carries -0.34; number 35, C, carries -1.31; number 36, C, carries -0.71; number 37, C, carries 0.21; number 38, N, carries 0.17; number 39, C, carries -0.60; number 40, C, carries -0.78; number 41, N, carries -0.12; number 42, C, carries -0.79; number 43, C, carries -0.74; number 44, H, carries 0.38; number 45, H, carries 0.35; number 46, H, carries 0.32; number 47, H, carries 0.46; number 48, H, carries 0.42; number 49, H, carries 0.55; number 50, H, carries 0.54; number 51, H, carries 0.75; number 52, H, carries 0.32; number 53, H, carries 0.48; number 54, H, carries 0.37; number 55, H, carries 0.44; number 56, H, carries 0.34; number 57, H, carries 0.38; number 58, H, carries 0.35; number 59, H, carries 0.39; number 60, H, carries 0.45; number 61, H, carries 0.52; number 62, Cl, carries -0.04; number 63, C, carries -0.34; number 64, Cl, carries -0.07; number 65, H, carries 0.38; number 66, H, carries 0.31; number 67, C, carries -0.94; number 68, N, carries 0.19; number 69, C, carries -0.90; number 70, C, carries 0.37; number 71, O, carries -1.12; number 72, H, carries 0.33; number 73, H, carries 0.25; number 74, H, carries 0.32; number 75, H, carries 0.34; number 76, H, carries 0.27; number 77, H, carries 0.34; number 78, H, carries 0.10



[2]
Entry from OMol25: a molecular structure, C24H37F2HgNO12PPb at a distorted geometry (ωB97M-V/def2-TZVPD).

ΔE to the lowest compared entry with this formula, charge and spin ... 0.0 kJ/mol
Max |F| ... 1.470 eV/Å

Structure (ORCA input):
```
! wB97M-V def2-TZVPD RIJCOSX def2/J DEFGRID3
* xyz 3 1
Hg -2.5360 2.9099 -0.5977
Pb 3.9585 0.8271 -2.7305
O -0.4781 1.8577 -0.9808
P 0.7934 1.1797 -0.6809
O 1.8662 1.0865 -1.7018
F 0.4901 -0.2694 -0.2367
F 1.3742 1.7851 0.6202
O -1.1966 4.2161 0.6613
C -0.2908 4.6597 1.3431
O 0.6328 5.4252 0.8113
C 1.5777 5.8830 1.8115
C 0.8443 5.6966 3.1394
C -0.0282 4.4803 2.8153
H 1.8503 6.9132 1.6151
H 2.4630 5.2456 1.7720
H 0.1895 6.5500 3.3111
H 1.4979 5.5133 3.9849
H -0.9118 4.3639 3.4334
H 0.5617 3.5536 2.8590
O -2.4742 1.6463 1.2546
C -2.7260 0.7371 2.0408
O -3.8791 0.6874 2.6393
C -3.9569 -0.4413 3.5567
C -2.5098 -0.9139 3.7411
C -1.7855 -0.3321 2.5199
H -4.5768 -1.2178 3.1108
H -4.4445 -0.1307 4.4741
H -2.4526 -1.9993 3.7438
H -2.1107 -0.5341 4.6786
H -1.6761 -1.0530 1.7045
H -0.7861 0.0428 2.7276
O 4.7898 0.6332 -0.4842
C 4.6431 0.2934 0.6811
O 4.3398 -0.9470 0.9865
C 4.3734 -1.1027 2.4392
C 4.1521 0.2902 2.9885
C 4.8388 1.1446 1.9201
H 5.3510 -1.5166 2.6897
H 3.6461 -1.8435 2.7624
H 4.6264 0.3972 3.9616
H 3.1065 0.5838 3.0611
H 5.9123 1.3154 2.0160
H 4.3284 2.0859 1.7206
O 3.4494 -1.4028 -2.3347
C 2.8802 -2.4654 -2.0898
O 1.7820 -2.7907 -2.7200
C 1.4264 -4.1833 -2.4070
C 2.7375 -4.7959 -1.9378
C 3.3953 -3.5924 -1.2450
H 1.0717 -4.6101 -3.3383
H 0.6517 -4.2207 -1.6473
H 3.3593 -5.0869 -2.7850
H 2.5981 -5.6628 -1.2996
H 4.4815 -3.5889 -1.2196
H 3.0515 -3.4917 -0.2115
O -2.7197 2.0728 -2.6962
C -2.4081 1.2970 -3.5909
O -3.3155 0.4946 -4.0718
C -2.7488 -0.4308 -5.0386
C -1.2371 -0.3577 -4.8024
C -1.0619 1.0459 -4.2049
H -3.0204 -0.1397 -6.0493
H -3.0956 -1.4349 -4.8154
H -0.6557 -0.5230 -5.7049
H -0.9316 -1.0894 -4.0532
H -0.8085 1.8110 -4.9415
H -0.2997 1.0699 -3.4337
C -3.8066 -3.0559 0.7179
C -4.1779 -1.9304 -0.2514
C -3.0159 -1.5100 -1.1533
C -2.5891 -2.5729 -2.0641
N -2.2720 -3.4051 -2.7918
H -4.4408 -3.0757 1.6016
H -2.7613 -2.9964 1.0367
H -3.9149 -4.0209 0.2195
H -4.4348 -1.0416 0.3415
H -5.0840 -2.1520 -0.8113
H -2.1412 -1.1796 -0.5889
H -3.3311 -0.6863 -1.8016
*
```

What are the Mulliken partial charges on each atom? They are as follows, in elementary charge units: number 1, Hg, carries 2.08; number 2, Pb, carries 1.66; number 3, O, carries 0.05; number 4, P, carries -0.24; number 5, O, carries -0.28; number 6, F, carries -0.29; number 7, F, carries -0.07; number 8, O, carries -0.56; number 9, C, carries 0.23; number 10, O, carries -0.29; number 11, C, carries -0.35; number 12, C, carries -0.61; number 13, C, carries -0.09; number 14, H, carries 0.35; number 15, H, carries 0.20; number 16, H, carries 0.31; number 17, H, carries 0.34; number 18, H, carries 0.44; number 19, H, carries 0.00; number 20, O, carries -0.53; number 21, C, carries 0.02; number 22, O, carries -0.36; number 23, C, carries -0.35; number 24, C, carries -0.68; number 25, C, carries 0.46; number 26, H, carries 0.14; number 27, H, carries 0.39; number 28, H, carries 0.33; number 29, H, carries 0.31; number 30, H, carries -0.29; number 31, H, carries 0.40; number 32, O, carries -0.71; number 33, C, carries 0.50; number 34, O, carries -0.25; number 35, C, carries -0.57; number 36, C, carries -0.30; number 37, C, carries -0.22; number 38, H, carries 0.33; number 39, H, carries 0.38; number 40, H, carries 0.39; number 41, H, carries 0.08; number 42, H, carries 0.33; number 43, H, carries 0.15; number 44, O, carries -0.60; number 45, C, carries 0.44; number 46, O, carries -0.25; number 47, C, carries -0.34; number 48, C, carries -0.64; number 49, C, carries -0.32; number 50, H, carries 0.33; number 51, H, carries 0.25; number 52, H, carries 0.28; number 53, H, carries 0.37; number 54, H, carries 0.44; number 55, H, carries 0.18; number 56, O, carries -0.72; number 57, C, carries 0.60; number 58, O, carries -0.32; number 59, C, carries -0.60; number 60, C, carries -0.23; number 61, C, carries 0.30; number 62, H, carries 0.36; number 63, H, carries 0.40; number 64, H, carries 0.44; number 65, H, carries -0.09; number 66, H, carries 0.41; number 67, H, carries -0.51; number 68, C, carries -1.26; number 69, C, carries -0.71; number 70, C, carries 1.29; number 71, C, carries -0.03; number 72, N, carries -0.54; number 73, H, carries 0.38; number 74, H, carries 0.25; number 75, H, carries 0.43; number 76, H, carries 0.27; number 77, H, carries 0.49; number 78, H, carries -0.47; number 79, H, carries -0.12



[3]
Entry from OMol25: a molecular structure, C24H37F5N6O4OsS (ωB97M-V/def2-TZVPD).

ΔE to the lowest compared entry with this formula, charge and spin ... 0.0 kJ/mol
Max |F| ... 0.256 eV/Å

Structure (ORCA input):
```
! wB97M-V def2-TZVPD RIJCOSX def2/J DEFGRID3
* xyz 2 5
Os 1.0051 -0.5207 -0.1462
C 1.6001 2.2024 1.6828
N 1.8953 1.2519 2.7316
C 2.3264 1.7689 4.0344
C 2.4947 0.5019 4.8718
N 2.0058 -0.5610 3.9808
C 2.3543 -1.9397 4.3183
C 1.6480 -0.0529 2.7964
N 1.0682 -0.7920 1.8051
C 0.3522 -2.0320 2.2200
C -0.7982 -2.3189 1.2783
N -0.2862 -2.2466 -0.0966
C -0.9734 -2.8776 -1.0748
N -0.3727 -3.3063 -2.1966
C 1.0421 -3.3637 -2.4657
C -1.3304 -3.8998 -3.1265
C -2.5979 -3.9973 -2.2760
N -2.2688 -3.2041 -1.0856
C -3.3232 -2.9424 -0.1102
H 2.2259 3.0767 1.8543
H 0.5516 2.4827 1.6894
H 1.8849 1.8073 0.7084
H 1.5570 2.4321 4.4306
H 3.2528 2.3306 3.9226
H 1.9132 0.5187 5.7917
H 3.5381 0.3086 5.1205
H 3.1874 -1.8989 5.0165
H 2.6910 -2.4847 3.4408
H 1.5313 -2.4657 4.7988
H -0.0441 -1.8872 3.2235
H 1.0458 -2.8697 2.2109
H -1.6027 -1.6052 1.4533
H -1.1615 -3.3244 1.4959
H 1.5886 -3.1458 -1.5569
H 1.3318 -2.6577 -3.2434
H 1.3087 -4.3712 -2.7873
H -0.9703 -4.8752 -3.4511
H -1.4558 -3.2684 -4.0081
H -2.8345 -5.0234 -1.9905
H -3.4673 -3.5667 -2.7692
H -4.2722 -3.0582 -0.6287
H -3.2673 -1.9270 0.2634
H -3.2999 -3.6624 0.7080
C -3.8795 6.3422 -1.4651
C -3.3426 5.0304 -0.9724
C -3.7534 3.8256 -1.5357
C -3.2795 2.6127 -1.0612
C -2.3736 2.6070 -0.0110
C -1.9551 3.7958 0.5779
C -2.4364 4.9952 0.0907
S -1.7913 1.0710 0.5895
O -2.7668 0.0628 0.2865
O -1.3461 1.1950 1.9525
O -0.5395 0.8013 -0.3106
H -4.4867 6.2148 -2.3588
H -3.0696 7.0352 -1.6946
H -4.5003 6.8093 -0.6992
H -4.4669 3.8341 -2.3497
H -3.6214 1.6796 -1.4872
H -1.2939 3.7851 1.4325
H -2.1223 5.9233 0.5519
F 3.6736 0.0360 0.7694
C 3.1507 -0.7648 -0.2140
F 3.6511 -0.2876 -1.3904
C 3.8014 -2.1544 0.0071
F 5.0694 -2.0392 0.3609
F 3.7281 -2.8878 -1.1024
F 3.1499 -2.8122 0.9852
C 1.6174 2.0292 -2.5217
C 1.2728 0.6658 -2.9787
C 1.1873 0.3663 -4.4295
O 1.0562 -0.2645 -2.1791
H 1.1070 2.7664 -3.1432
H 2.6907 2.1659 -2.6983
H 1.3788 2.1845 -1.4740
H 1.6255 1.1552 -5.0340
H 0.1273 0.2762 -4.6877
H 1.6640 -0.5903 -4.6403
*
```

What are the Mulliken partial charges on each atom? They are as follows, in elementary charge units: number 1, Os, carries 1.73; number 2, C, carries -1.32; number 3, N, carries 0.27; number 4, C, carries -0.70; number 5, C, carries -0.67; number 6, N, carries 0.03; number 7, C, carries -0.97; number 8, C, carries 0.09; number 9, N, carries 0.39; number 10, C, carries -0.94; number 11, C, carries -1.49; number 12, N, carries 0.02; number 13, C, carries 0.36; number 14, N, carries 0.14; number 15, C, carries -0.82; number 16, C, carries -0.63; number 17, C, carries -0.67; number 18, N, carries 0.03; number 19, C, carries -0.77; number 20, H, carries 0.51; number 21, H, carries 0.40; number 22, H, carries 0.23; number 23, H, carries 0.33; number 24, H, carries 0.42; number 25, H, carries 0.36; number 26, H, carries 0.45; number 27, H, carries 0.42; number 28, H, carries 0.31; number 29, H, carries 0.30; number 30, H, carries 0.75; number 31, H, carries 0.27; number 32, H, carries 0.19; number 33, H, carries 0.80; number 34, H, carries 0.13; number 35, H, carries 0.01; number 36, H, carries 0.52; number 37, H, carries 0.33; number 38, H, carries 0.33; number 39, H, carries 0.37; number 40, H, carries 0.44; number 41, H, carries 0.34; number 42, H, carries 0.30; number 43, H, carries 0.33; number 44, C, carries -1.42; number 45, C, carries 0.90; number 46, C, carries -0.92; number 47, C, carries -0.71; number 48, C, carries -0.22; number 49, C, carries -0.31; number 50, C, carries -0.83; number 51, S, carries 1.63; number 52, O, carries -0.82; number 53, O, carries -0.67; number 54, O, carries -0.24; number 55, H, carries 0.36; number 56, H, carries 0.36; number 57, H, carries 0.33; number 58, H, carries 0.34; number 59, H, carries 0.46; number 60, H, carries 0.48; number 61, H, carries 0.43; number 62, F, carries -0.27; number 63, C, carries 0.30; number 64, F, carries -0.29; number 65, C, carries 0.50; number 66, F, carries -0.26; number 67, F, carries -0.23; number 68, F, carries -0.17; number 69, C, carries -1.07; number 70, C, carries 1.13; number 71, C, carries -1.47; number 72, O, carries -0.23; number 73, H, carries 0.51; number 74, H, carries 0.35; number 75, H, carries 0.02; number 76, H, carries 0.48; number 77, H, carries 0.35; number 78, H, carries 0.33